ORCA calculation (ωB97M-V/def2-TZVPD) on 21 unconnected molecules or ions with the total composition C102H129F9N12 at a distorted geometry.

Each line ends with the Löwdin charge.
Element x y z (Å)
C (-3.286260, -6.511741, 5.444388)  -0.10
C (-3.095760, -7.094611, 4.020658)  -0.23
C (-2.005850, -6.338001, 3.223808)  -0.18
C (-0.668560, -6.597931, 3.769468)  -0.24
N (0.381320, -6.770151, 4.167368)  0.18
H (-2.395820, -6.675361, 6.051378)  0.07
H (-4.194560, -6.947771, 5.860288)  0.07
H (-3.428960, -5.431771, 5.481638)  0.04
H (-3.996380, -6.922691, 3.431228)  0.10
H (-2.878010, -8.160061, 4.094728)  0.11
H (-2.140060, -5.257701, 3.168578)  0.10
H (-2.021800, -6.798001, 2.235758)  0.08
C (-5.032080, -2.407561, 0.763948)  -0.09
C (-3.719730, -1.625831, 0.811798)  -0.23
C (-2.645220, -2.149801, 1.798288)  -0.15
C (-3.183630, -2.644651, 3.113528)  -0.21
N (-3.573020, -2.978001, 4.135738)  0.17
H (-4.883140, -3.470411, 0.573518)  0.07
H (-5.692430, -2.060671, -0.030842)  0.06
H (-5.591700, -2.255061, 1.686808)  0.07
H (-3.930370, -0.611461, 1.150588)  0.08
H (-3.387280, -1.561821, -0.224292)  0.08
H (-1.892890, -1.387011, 1.998928)  0.09
H (-2.139440, -3.019351, 1.378578)  0.09
C (-0.308060, -5.943161, -4.641472)  -0.08
C (-0.180790, -5.294031, -6.070272)  -0.22
C (-0.869580, -3.952691, -6.235742)  -0.18
C (-0.248650, -2.828721, -5.484032)  -0.20
N (0.247570, -1.942681, -4.940632)  0.18
H (0.092080, -6.957051, -4.643292)  0.06
H (-1.334010, -6.117771, -4.317392)  0.06
H (0.254570, -5.324551, -3.942282)  0.06
H (-0.447800, -5.987341, -6.867842)  0.11
H (0.881530, -5.255641, -6.311292)  0.10
H (-1.926130, -3.935851, -5.968312)  0.10
H (-0.867440, -3.634941, -7.278392)  0.12
C (-0.701150, 8.267359, -1.512172)  -0.12
C (-1.909500, 7.737629, -2.211682)  -0.25
C (-1.600460, 6.463809, -2.996482)  -0.17
C (-1.242300, 5.333929, -2.165882)  -0.22
N (-0.954920, 4.420039, -1.517912)  0.19
H (-1.009470, 9.186959, -1.014812)  0.08
H (0.059820, 8.588849, -2.223272)  0.07
H (-0.284130, 7.615719, -0.744352)  0.07
H (-2.306250, 8.528399, -2.848372)  0.12
H (-2.622260, 7.578749, -1.402472)  0.09
H (-0.785200, 6.643929, -3.697202)  0.12
H (-2.462350, 6.243299, -3.626262)  0.11
C (-2.820730, 1.880059, 1.675898)  -0.08
C (-2.564000, 3.149329, 2.474248)  -0.25
C (-3.780860, 3.598119, 3.207778)  -0.19
C (-5.046790, 3.796469, 2.423858)  -0.19
N (-6.070490, 3.950719, 1.818248)  0.13
H (-1.850950, 1.497409, 1.357778)  0.06
H (-3.559930, 2.005729, 0.884758)  0.07
H (-3.184980, 1.089509, 2.331988)  0.07
H (-2.228620, 3.996439, 1.875888)  0.09
H (-1.750650, 3.058149, 3.194148)  0.11
H (-3.588420, 4.543049, 3.715888)  0.10
H (-4.092780, 2.786449, 3.865048)  0.12
C (-0.889790, 1.666539, -5.002482)  -0.11
C (0.334850, 2.537189, -4.714542)  -0.21
C (0.245760, 3.911259, -5.498532)  -0.14
C (0.429330, 3.675999, -6.967602)  -0.23
N (0.515010, 3.492129, -8.065362)  0.15
H (-0.622570, 0.626719, -4.814142)  0.05
H (-1.265970, 1.749789, -6.022122)  0.08
H (-1.740020, 1.824839, -4.339042)  0.02
H (1.172060, 1.947429, -5.087862)  0.09
H (0.354600, 2.682749, -3.634492)  0.09
H (1.035410, 4.573059, -5.142762)  0.08
H (-0.703330, 4.390409, -5.258282)  0.10
C (2.738730, 4.540259, 1.982018)  -0.11
C (3.167980, 3.923529, 3.351208)  -0.23
C (4.720840, 3.910479, 3.644848)  -0.17
C (5.396080, 5.140299, 3.226838)  -0.24
N (5.927300, 6.074749, 2.803708)  0.13
H (2.868300, 5.622189, 2.009178)  0.06
H (1.694610, 4.476799, 1.675628)  0.06
H (3.329810, 4.047579, 1.210008)  0.07
H (2.813290, 2.899909, 3.471548)  0.08
H (2.701230, 4.500869, 4.149288)  0.08
H (5.122770, 3.085119, 3.057198)  0.09
H (4.978450, 3.742519, 4.690558)  0.10
C (4.146450, -2.030251, 6.847408)  -0.10
C (3.974140, -1.590001, 5.386408)  -0.24
C (3.073940, -0.323791, 5.224038)  -0.18
C (3.433720, 0.935329, 5.877508)  -0.23
N (3.730400, 1.923399, 6.382038)  0.15
H (4.582410, -3.023361, 6.955928)  0.07
H (3.158520, -2.033461, 7.307948)  0.06
H (4.808920, -1.304241, 7.318728)  0.07
H (3.533200, -2.475211, 4.928058)  0.08
H (4.925120, -1.465541, 4.868478)  0.10
H (2.096830, -0.532351, 5.659768)  0.09
H (2.787410, -0.051891, 4.208128)  0.09
C (0.560030, -4.586861, 7.039708)  -0.10
C (-0.232600, -3.354271, 7.400918)  -0.26
C (-1.172440, -2.959761, 6.259518)  -0.19
C (-0.451470, -2.531721, 5.049628)  -0.21
N (0.111860, -2.135591, 4.153508)  0.19
H (1.457670, -4.286861, 6.499028)  0.07
H (0.043230, -5.405321, 6.538578)  0.05
H (0.818510, -5.060711, 7.986678)  0.07
H (0.370460, -2.467451, 7.595798)  0.10
H (-0.819930, -3.537581, 8.300658)  0.11
H (-1.838680, -2.183711, 6.636298)  0.12
H (-1.762680, -3.861041, 6.093978)  0.08
C (6.272670, -1.245981, -2.341922)  -0.08
C (5.843980, -1.326201, -0.848592)  -0.23
C (6.236870, 0.021149, -0.210352)  -0.17
C (5.676580, 0.217779, 1.136468)  -0.21
N (5.217150, 0.439559, 2.180438)  0.16
H (5.741370, -0.451531, -2.866012)  0.05
H (6.059820, -2.145951, -2.918852)  0.06
H (7.336260, -1.031491, -2.446112)  0.08
H (6.271960, -2.241241, -0.439152)  0.09
H (4.774340, -1.506581, -0.741642)  0.10
H (5.863100, 0.867389, -0.786792)  0.09
H (7.323650, 0.085439, -0.156762)  0.13
C (1.611190, -7.603551, -1.979772)  -0.09
C (1.627280, -8.292431, -0.605262)  -0.22
C (0.374420, -7.908981, 0.232578)  -0.17
C (0.196680, -6.470221, 0.450908)  -0.22
N (-0.003070, -5.319751, 0.649948)  0.21
H (2.635740, -7.704791, -2.337762)  0.07
H (1.258210, -6.572291, -1.976452)  0.06
H (0.999900, -8.100961, -2.732772)  0.07
H (2.538570, -8.105261, -0.037262)  0.09
H (1.615670, -9.375161, -0.730472)  0.11
H (0.392010, -8.330621, 1.237578)  0.11
H (-0.461420, -8.426811, -0.237872)  0.12
C (-4.830290, -0.814871, -2.790962)  -0.09
C (-4.115220, -0.291871, -4.058532)  -0.21
C (-3.542830, -1.491721, -4.897072)  -0.18
C (-3.258040, -1.216291, -6.305482)  -0.23
N (-3.023270, -1.054401, -7.435442)  0.15
H (-5.527270, -1.629211, -2.988822)  0.07
H (-5.333160, -0.050101, -2.199062)  0.08
H (-4.038590, -1.250951, -2.181732)  0.04
H (-3.332400, 0.403539, -3.755702)  0.07
H (-4.814050, 0.321149, -4.627692)  0.11
H (-4.275940, -2.297971, -4.872162)  0.11
H (-2.602730, -1.836181, -4.466192)  0.07
F (-2.790010, -4.034701, -3.659592)  0.04
C (-3.357350, -4.814111, -2.717212)  -0.28
C (-2.522080, -5.444251, -1.751482)  0.00
C (-3.122400, -6.246721, -0.771562)  -0.09
C (-4.476240, -6.464921, -0.771252)  -0.10
C (-5.317300, -5.775071, -1.647882)  -0.05
C (-4.709130, -4.948961, -2.638552)  -0.02
H (-1.463450, -5.238681, -1.692672)  0.09
H (-2.535750, -6.821651, -0.070342)  0.07
H (-4.880550, -7.112431, -0.007282)  0.10
H (-6.394440, -5.838281, -1.601222)  0.10
H (-5.285070, -4.488171, -3.427452)  0.11
F (6.218030, -4.635091, 0.625518)  0.03
C (4.999810, -4.514391, 1.221808)  -0.27
C (4.186400, -5.683981, 1.417228)  0.00
C (2.983580, -5.507881, 2.103018)  -0.11
C (2.569390, -4.242541, 2.395258)  -0.13
C (3.338810, -3.108501, 2.229648)  -0.06
C (4.620490, -3.278831, 1.651688)  -0.02
H (4.454310, -6.668731, 1.063838)  0.10
H (2.305490, -6.333571, 2.260568)  0.07
H (1.566290, -4.175321, 2.789808)  0.07
H (2.942340, -2.178471, 2.609468)  0.08
H (5.310050, -2.455931, 1.534418)  0.09
F (1.333800, 1.012439, 1.613958)  0.04
C (0.720390, 0.395789, 0.576058)  -0.29
C (0.204430, 1.152649, -0.432092)  -0.04
C (-0.466710, 0.521359, -1.508972)  -0.06
C (-0.709480, -0.873721, -1.514492)  -0.07
C (-0.175050, -1.632441, -0.434542)  -0.08
C (0.531860, -1.005851, 0.602468)  -0.01
H (0.385620, 2.217189, -0.414242)  0.10
H (-0.877230, 1.109779, -2.316222)  0.07
H (-1.316040, -1.374981, -2.254242)  0.08
H (-0.390340, -2.685831, -0.332482)  0.07
H (0.960450, -1.607861, 1.390058)  0.08
F (-3.927520, 9.732999, 3.835758)  0.05
C (-3.569240, 8.761669, 2.970308)  -0.27
C (-2.250840, 8.292789, 2.923968)  -0.01
C (-1.966120, 7.274669, 2.008788)  -0.09
C (-2.969920, 6.669079, 1.240568)  -0.11
C (-4.301290, 7.087229, 1.393238)  -0.08
C (-4.600730, 8.117249, 2.273298)  -0.01
H (-1.482290, 8.744839, 3.533398)  0.12
H (-0.992510, 6.814789, 1.925138)  0.09
H (-2.774500, 5.835019, 0.582868)  0.08
H (-5.114740, 6.696509, 0.799918)  0.10
H (-5.610830, 8.486919, 2.370508)  0.12
F (4.234970, 1.266859, -5.995382)  0.03
C (3.944560, 1.364779, -4.646522)  -0.24
C (4.561440, 2.345059, -3.924102)  -0.03
C (4.341730, 2.436749, -2.585022)  -0.09
C (3.567570, 1.451219, -1.975462)  -0.11
C (2.964580, 0.442059, -2.692722)  -0.09
C (3.086480, 0.416459, -4.057962)  -0.02
H (5.214420, 3.111729, -4.314272)  0.12
H (4.804050, 3.201629, -1.978702)  0.11
H (3.486690, 1.433259, -0.898642)  0.10
H (2.259880, -0.245071, -2.248142)  0.10
H (2.502750, -0.265901, -4.657992)  0.10
F (2.424880, 6.549139, -4.740952)  0.03
C (2.576960, 7.067569, -3.491892)  -0.25
C (2.356800, 6.184239, -2.410762)  -0.04
C (2.517280, 6.612989, -1.109272)  -0.07
C (2.929400, 7.980969, -0.873922)  -0.06
C (3.099990, 8.866259, -1.968652)  -0.09
C (3.009460, 8.394629, -3.280492)  -0.02
H (2.080760, 5.152779, -2.572902)  0.10
H (2.328120, 5.997589, -0.242142)  0.07
H (3.077740, 8.303509, 0.146058)  0.09
H (3.442510, 9.869079, -1.760262)  0.10
H (3.232420, 9.061819, -4.099982)  0.11
F (3.758800, -3.512681, -6.283562)  0.07
C (4.005670, -4.046451, -5.088402)  -0.31
C (3.284970, -3.619171, -3.971522)  -0.01
C (3.524380, -4.178641, -2.695092)  -0.08
C (4.402610, -5.234751, -2.668592)  -0.11
C (5.092240, -5.733111, -3.821512)  -0.05
C (4.912550, -5.072811, -5.040582)  -0.02
H (2.620110, -2.778171, -4.102182)  0.07
H (3.088570, -3.782631, -1.789752)  0.11
H (4.503220, -5.681841, -1.690642)  0.08
H (5.757510, -6.578811, -3.728862)  0.10
H (5.296350, -5.342191, -6.013482)  0.12
F (0.051120, 5.562749, 3.973478)  0.06
C (-0.518580, 4.892969, 4.990588)  -0.26
C (-1.727420, 5.393709, 5.511858)  -0.03
C (-2.255050, 4.866009, 6.679718)  -0.09
C (-1.630610, 3.827229, 7.315548)  -0.10
C (-0.537680, 3.221709, 6.716218)  -0.09
C (0.067330, 3.762249, 5.613368)  -0.01
H (-2.161100, 6.262369, 5.038838)  0.10
H (-3.127920, 5.269399, 7.171408)  0.11
H (-2.084770, 3.392579, 8.193738)  0.10
H (-0.121620, 2.342699, 7.185938)  0.11
H (1.004170, 3.381399, 5.234298)  0.09
F (-7.127300, 5.724349, -3.644122)  0.06
C (-6.069870, 4.910399, -3.450232)  -0.27
C (-5.795100, 4.487979, -2.143132)  -0.01
C (-4.783400, 3.545089, -1.924862)  -0.04
C (-3.925120, 3.164699, -3.027622)  -0.10
C (-4.184220, 3.642389, -4.293602)  -0.10
C (-5.290050, 4.453119, -4.502952)  -0.03
H (-6.399990, 4.831199, -1.316872)  0.11
H (-4.637960, 3.148579, -0.930872)  0.08
H (-3.102560, 2.483749, -2.866042)  0.06
H (-3.565990, 3.432089, -5.153812)  0.10
H (-5.554370, 4.761139, -5.503782)  0.12

Force components x, y, z for each atom (eV/Å):
C -0.1 -0.1 -0.6
C 0.0 1.7 0.6
C 0.3 -1.3 0.3
C -1.5 0.6 -0.7
N 1.6 -0.4 0.6
H -0.1 -0.5 0.2
H 0.3 -0.1 0.4
H -0.1 0.1 -0.5
H -0.2 -0.3 0.2
H 0.0 0.1 -0.2
H -0.3 -0.1 0.0
H 0.2 0.5 -0.3
C -0.1 0.1 0.3
C -0.6 0.2 0.4
C -0.6 -0.9 0.1
C 0.4 1.1 -1.6
N -0.3 -0.4 0.6
H 0.1 -0.1 0.2
H 0.2 0.2 -0.1
H 0.0 -0.3 0.1
H -0.2 0.1 -0.3
H 0.8 0.0 0.3
H 0.0 -0.1 0.1
H 0.2 0.0 -0.1
C 0.0 0.1 -1.3
C 0.5 -1.2 0.9
C 0.1 0.9 -0.1
C 0.1 -0.3 -0.1
N -0.2 -0.3 0.0
H 0.5 0.1 -0.1
H -0.1 0.6 0.0
H -0.2 -0.1 0.2
H -0.9 0.0 0.1
H 0.2 0.7 0.3
H 0.0 -0.4 0.2
H 0.2 0.0 -0.1
C 0.5 1.2 0.2
C 0.1 -0.1 0.7
C -0.6 0.7 -0.6
C 0.2 -1.1 0.6
N -0.2 0.7 -0.5
H 0.1 0.1 0.3
H 0.3 -0.3 0.0
H 0.0 -0.2 -0.2
H -0.1 -0.3 -0.3
H -0.5 -0.4 -0.4
H 0.2 0.1 0.0
H -0.1 -0.5 0.1
C 0.8 -0.2 0.7
C 0.2 0.4 -0.8
C -1.8 0.2 0.2
C -3.5 0.8 -2.8
N 4.6 -0.7 2.7
H -0.2 0.0 -0.7
H 0.3 0.1 -0.2
H -0.3 0.1 0.3
H 0.0 -0.2 -0.6
H -0.1 -0.5 0.2
H -0.2 -0.2 0.4
H 0.2 0.2 0.7
C -0.2 -0.5 0.2
C -1.1 0.3 -1.1
C 0.8 -1.3 0.4
C -0.9 1.1 5.5
N 0.5 -0.8 -4.3
H 0.0 -0.2 -0.2
H 0.2 -0.1 -0.1
H 0.0 0.5 0.1
H 0.3 0.5 0.3
H 0.6 0.3 -0.1
H 0.1 0.1 -0.2
H -0.1 0.0 -0.4
C 0.6 -0.3 0.6
C -0.1 0.7 0.3
C -0.8 0.0 -0.8
C 0.3 0.5 -0.7
N -0.4 -0.6 0.4
H 0.7 0.0 -0.1
H -0.2 -0.7 0.5
H 0.1 0.4 -0.3
H 0.1 -0.1 -0.2
H -0.1 0.0 0.0
H 0.3 0.0 0.1
H -0.4 -0.2 0.0
C 0.3 0.9 -0.4
C -0.1 -0.2 0.1
C -0.8 -0.5 0.2
C 0.9 -0.4 0.0
N -0.1 0.1 0.0
H 0.0 0.1 -0.2
H 0.1 0.0 0.3
H -0.2 -0.1 0.5
H -0.5 0.5 -0.6
H 0.1 0.2 0.2
H -0.2 -0.4 0.1
H 0.5 -0.3 -0.3
C 0.7 -0.2 1.1
C -0.4 0.4 -0.6
C -0.2 -0.4 0.7
C -1.7 -0.8 2.4
N 1.3 0.8 -2.1
H 0.0 -0.5 -0.1
H -0.3 0.5 -0.5
H 0.7 0.0 0.0
H 0.5 -0.3 0.3
H -0.2 0.1 -0.1
H -0.1 0.2 -0.5
H -0.2 0.3 -0.6
C -0.5 0.0 0.1
C 0.0 0.1 -1.5
C -0.1 -0.7 0.7
C -0.4 0.4 1.3
N 0.5 -0.4 -1.3
H -0.1 0.2 0.1
H 0.0 -0.2 0.3
H 0.1 -0.1 0.2
H 0.5 0.5 0.5
H -0.2 0.3 -0.3
H 0.1 -0.2 -0.3
H 0.0 0.2 0.1
C 0.6 -0.7 0.1
C -0.8 0.3 0.2
C 0.7 -0.7 0.2
C -1.1 3.6 0.2
N 0.7 -3.9 -0.7
H 0.0 0.6 -0.3
H 0.5 0.1 0.3
H -0.2 -0.3 0.3
H 0.0 0.4 -0.1
H -0.1 0.0 0.0
H 0.3 -0.2 0.2
H -0.5 0.7 -0.2
C 1.0 -0.3 -0.2
C -0.6 -0.2 0.0
C -0.3 1.0 0.4
C 0.3 0.5 -1.9
N -0.4 -0.3 2.0
H -0.2 0.1 -0.2
H 0.1 0.1 -0.2
H -0.1 -0.1 0.3
H 0.2 -0.2 -0.1
H 0.0 -0.2 -0.3
H 0.1 -0.1 0.0
H -0.1 -0.1 0.2
F -0.1 -0.2 0.1
C 1.5 -1.0 2.0
C -0.8 0.5 0.0
C 0.8 0.1 -1.2
C -1.4 0.5 0.1
C 1.4 0.5 -0.7
C -1.3 -0.7 0.1
H 0.1 0.0 -0.3
H 0.3 0.3 0.1
H -0.2 -0.1 0.0
H 0.0 -0.2 0.0
H -0.3 0.2 0.1
F -0.4 -0.1 0.1
C -0.7 -2.1 0.1
C 0.5 1.4 0.2
C 1.1 -0.6 -1.6
C -1.2 0.9 0.9
C 0.8 -1.0 -0.3
C -0.9 1.0 0.5
H 0.4 0.1 0.0
H 0.1 -0.1 0.2
H -0.1 0.4 0.2
H 0.3 0.3 -0.3
H -0.1 0.1 0.1
F 0.1 -0.2 -0.2
C -0.5 -1.7 0.3
C -0.2 0.0 -1.3
C -0.3 -1.0 0.6
C 1.0 0.7 1.7
C -0.3 1.3 -0.1
C 0.2 0.5 -0.6
H -0.2 0.2 -0.2
H 0.1 0.2 0.0
H 0.1 0.2 -0.3
H 0.2 -0.2 -0.2
H -0.1 0.1 0.2
F 0.3 0.0 -0.2
C -0.2 -1.4 0.2
C -0.6 0.3 -0.7
C -0.6 -0.8 -0.2
C -0.8 0.5 0.6
C 0.6 0.5 0.0
C 0.6 0.6 -0.1
H 0.0 0.0 0.0
H 0.3 0.4 0.2
H 0.3 0.0 -0.1
H 0.1 -0.4 0.0
H -0.1 0.0 0.1
F -0.5 0.2 1.2
C -0.2 -1.3 -1.2
C 0.7 1.2 -0.6
C -0.7 -1.1 1.5
C 0.4 0.3 1.0
C -0.8 0.2 -0.2
C 0.8 0.8 -1.2
H 0.0 -0.3 -0.8
H 0.0 0.1 -0.1
H -0.2 0.2 0.2
H 0.1 -0.2 0.4
H 0.2 -0.2 -0.2
F 0.1 0.5 0.4
C 0.5 0.1 1.2
C 0.0 0.4 -0.5
C 0.8 2.8 0.2
C -0.8 -1.2 -1.4
C 0.5 -1.6 1.2
C -0.8 -1.0 -0.1
H -0.1 -0.1 -0.3
H 0.1 -0.3 -0.2
H 0.0 0.2 0.0
H -0.1 0.1 -0.2
H -0.1 -0.1 -0.2
F -0.2 0.5 -0.5
C -0.9 -0.1 1.5
C 0.3 0.6 0.2
C 0.3 0.4 -2.2
C 0.8 -1.0 -0.2
C -0.8 1.2 0.8
C -0.2 -0.7 0.4
H -0.2 0.0 0.0
H -0.2 0.0 0.0
H 0.5 -0.4 0.0
H 0.0 0.0 0.0
H 0.6 -0.4 0.2
F 0.2 -0.5 0.0
C -1.1 -0.6 1.9
C 1.0 0.3 -0.6
C -0.1 0.4 0.1
C -0.3 -1.0 -0.3
C 0.0 -0.2 0.9
C 0.2 1.4 -1.7
H -0.1 0.1 -0.1
H -0.2 0.3 -0.3
H 0.1 0.0 0.2
H 0.2 0.0 0.0
H 0.0 -0.2 -0.1
F 0.3 -0.1 -0.2
C 0.7 -0.8 0.7
C 0.2 -0.6 -0.2
C 0.8 0.4 -1.9
C -1.1 0.2 1.6
C -0.3 0.2 0.2
C -0.8 0.9 -0.2
H -0.1 0.0 0.0
H 0.1 0.0 0.0
H 0.1 0.0 0.2
H 0.1 -0.3 0.1
H 0.0 0.1 -0.1

ΔE to the lowest compared entry with this formula, charge and spin: 0.0 kcal/mol
LUMO energy: 0.033 eV
HOMO-LUMO gap: 9.244 eV